Entry 1:
This record from the OMol25 dataset describes the ion C3H9N4 with charge +1 in a non-equilibrium geometry. The level of theory is the ωB97M-V functional and the def2-TZVPD basis.

* SMILES: [H]/N=N/[C@@H](C)C(N)=[NH2+]
* LUMO: -3.4 eV
* DFT total energy: -9209.120 eV
* total charge: +1
* HOMO energy: -13.31 eV

```
16
Properties=species:S:1:pos:R:3:forces:R:3
H 3.332 0.948 0.706 -2.67 -0.94 -0.52
N 2.487 0.310 0.341 2.84 0.98 0.48
N 1.412 0.881 0.208 1.24 1.18 0.28
C 0.497 0.000 -0.427 -3.37 -1.66 0.90
C 0.850 -1.507 -0.283 0.95 -0.61 1.38
C -1.042 0.479 0.042 3.96 -1.91 -1.08
N -2.079 -0.060 -0.553 0.40 0.48 0.43
N -1.191 1.447 0.895 0.88 -0.41 -0.02
H 0.417 0.149 -1.489 0.27 0.78 -0.57
H 1.743 -1.782 -0.910 -1.08 0.54 0.40
H 1.206 -1.756 0.780 -0.78 0.48 -1.45
H 0.030 -2.183 -0.536 -0.04 0.23 -0.08
H -2.104 -0.878 -1.142 0.39 0.15 -0.07
H -2.924 0.310 -0.202 -1.51 -0.16 -0.13
H -0.568 1.808 1.588 1.16 -0.17 -0.35
H -2.066 1.833 0.980 -2.63 1.03 0.38
```
Forces are in eV/Å.

Atom charges from the Mulliken analysis, given in e for atoms 1 to 6: 0.2810 -0.5584 -0.1531 0.3937 -1.0856 0.5328

Entry 2:
This record from the OMol25 dataset describes an isolated molecule of C14H21N5O3 in a non-equilibrium geometry. The level of theory is the ωB97M-V functional and the def2-TZVPD basis.

* SMILES: CNC(=O)[C@@H](Cc1cnc[nH]1)NC(=O)[C@H]1CCCN1C(C)=O
* LUMO: 0.4 eV
* DFT total energy: -28453.114 eV
* HOMO energy: -8.98 eV

```
43
Properties=species:S:1:pos:R:3:forces:R:3
C -3.279 2.455 -1.911 1.26 -0.43 0.36
N -2.602 1.572 -0.927 -0.36 -0.11 -0.03
C -1.507 0.814 -1.210 0.21 -0.07 -0.31
O -0.876 0.891 -2.250 -0.19 0.13 -0.11
C -1.072 -0.243 -0.173 0.78 0.34 0.42
C -1.334 -1.685 -0.650 -0.41 -0.10 1.38
C -2.779 -1.907 -0.918 -0.75 0.56 -0.57
C -3.367 -1.944 -2.160 -1.57 -0.20 1.64
N -4.767 -2.028 -1.976 0.24 0.18 0.67
C -4.990 -1.988 -0.655 0.66 -0.20 -2.63
N -3.838 -1.882 0.023 1.56 -0.22 -0.42
N 0.349 -0.117 0.223 0.07 -0.98 -0.75
C 0.813 0.858 1.037 -0.59 0.35 -0.20
O 0.060 1.723 1.442 -0.19 0.35 0.40
C 2.270 0.867 1.481 -0.54 -0.33 -0.67
C 2.397 0.439 2.954 0.67 -0.28 -0.03
C 3.776 -0.299 2.961 -1.60 0.08 0.22
C 3.789 -0.937 1.599 1.06 -1.20 -0.72
N 3.164 0.005 0.689 -0.90 0.48 1.37
C 3.558 0.204 -0.590 1.39 -0.50 -1.15
C 2.905 1.285 -1.425 0.35 -0.47 0.55
O 4.468 -0.468 -1.090 -0.79 0.24 0.63
H -3.949 1.907 -2.575 0.12 -0.07 0.08
H -3.830 3.176 -1.334 -0.30 0.30 0.07
H -2.512 2.983 -2.499 -0.33 -0.26 0.14
H -3.007 1.540 0.005 0.34 -0.16 -0.49
H -1.647 -0.075 0.716 -0.34 0.06 0.67
H -0.797 -1.917 -1.563 0.25 0.02 -0.07
H -1.031 -2.375 0.173 0.23 0.44 -0.60
H -2.865 -1.901 -3.138 -0.53 -0.10 0.65
H -5.940 -2.094 -0.161 -0.13 0.10 -0.11
H -3.791 -1.927 1.027 0.34 0.02 -0.02
H 1.007 -0.762 -0.210 -0.25 0.33 0.26
H 2.586 1.887 1.451 0.18 0.85 -0.42
H 2.335 1.322 3.628 -0.04 -0.78 -0.45
H 1.614 -0.293 3.195 0.11 0.30 0.11
H 4.591 0.371 3.073 0.74 0.74 0.20
H 3.782 -1.033 3.765 0.27 -0.03 -0.03
H 4.800 -1.181 1.201 -0.76 -0.03 0.37
H 3.173 -1.847 1.660 0.29 -0.06 -0.26
H 3.063 2.232 -0.931 -0.23 0.50 0.09
H 1.856 1.092 -1.587 -0.42 0.15 0.01
H 3.424 1.281 -2.370 0.09 0.05 -0.23
```
Forces are in eV/Å.

Atom charges from the Mulliken analysis, given in e for atoms 1 to 6: -0.9393 -0.0935 0.1526 -0.6781 -0.0543 -0.6294

Entry 3:
This record from the OMol25 dataset describes an isolated molecule of C6H5NO2S in a non-equilibrium geometry. The level of theory is the ωB97M-V functional and the def2-TZVPD basis.

* SMILES: O=S(=O)=C1[C@H]2C=C[C@@H]1N=C2
* LUMO (spin up / spin down): -1.5 / -1.5 eV
* DFT total energy: -22717.639 eV
* HOMO energy (spin up / spin down): -9.17 / -9.17 eV

```
15
Properties=species:S:1:pos:R:3:forces:R:3
O 3.331 0.422 -2.563 -0.40 -1.45 0.92
S 2.899 -0.550 -1.546 1.92 1.64 0.61
O 3.923 -1.041 -0.586 -2.01 0.66 -1.56
C 1.400 0.152 -0.739 -1.08 -2.40 0.83
C 0.631 -0.835 0.392 2.59 1.17 -0.29
C 0.026 0.469 0.879 -0.28 0.25 0.97
C -0.323 1.251 -0.157 0.98 -1.36 -0.37
C 0.056 0.484 -1.426 0.78 -0.34 -0.85
N -0.664 -0.771 -1.444 -2.10 -1.99 0.16
C -0.424 -1.475 -0.397 0.64 1.22 -1.77
H 1.304 -1.548 0.975 -0.98 1.60 -0.27
H -0.145 0.695 1.916 0.22 0.20 0.21
H -0.637 2.250 -0.180 -0.54 1.08 0.24
H -0.034 0.942 -2.468 0.59 -0.20 1.85
H -0.872 -2.394 -0.041 -0.34 -0.07 -0.68
```
Forces are in eV/Å.

Atom charges from the Mulliken analysis, given in e for atoms 1 to 6: -0.5194 0.7737 -0.5228 -0.2686 -0.1536 -0.5641

Entry 4:
This record from the OMol25 dataset describes a structure of composition C22H65INbO24P6 in a non-equilibrium geometry. The level of theory is the ωB97M-V functional and the def2-TZVPD basis.

* LUMO: 1.8 eV
* DFT total energy: -138403.308 eV
* total charge: -1
* HOMO energy: -4.97 eV

```
119
Properties=species:S:1:pos:R:3:forces:R:3
C -2.337 -1.412 7.651 -0.31 -0.22 -0.54
C -2.495 -0.518 6.420 -0.27 0.32 0.53
O -3.773 -0.681 5.813 0.27 -0.18 -0.25
C -3.787 -1.462 4.622 -0.43 -0.10 0.43
C -3.184 -2.861 4.742 0.48 0.11 -0.54
C -1.729 -3.040 4.283 -0.19 -0.26 -0.12
C -1.405 -2.454 2.895 -0.18 0.54 1.03
C -0.718 -1.080 2.938 1.27 -0.88 -0.62
Nb 1.455 -1.149 3.606 -1.59 2.68 -0.74
I 1.751 1.393 2.343 0.03 -0.50 0.38
P 4.020 -1.207 4.137 0.31 0.12 -0.42
O 4.214 -1.126 5.608 -0.16 -0.24 0.62
O 4.811 0.070 3.501 0.47 -0.15 -0.35
O 4.790 -2.524 3.534 0.19 0.16 0.31
H -1.847 -0.889 8.462 0.21 -0.01 0.15
H -3.339 -1.698 7.952 -0.20 0.08 0.30
H -1.820 -2.338 7.424 0.31 -0.12 0.02
H -1.678 -0.633 5.719 0.14 -0.12 -0.24
H -2.461 0.511 6.772 -0.03 0.24 -0.10
H -3.367 -0.896 3.793 0.34 0.04 -0.12
H -4.841 -1.589 4.387 -0.24 0.15 0.12
H -3.789 -3.510 4.111 -0.17 -0.13 -0.11
H -3.288 -3.238 5.753 -0.20 0.04 0.26
H -1.037 -2.688 5.041 0.20 0.23 0.06
H -1.556 -4.113 4.219 0.04 -0.22 0.16
H -0.764 -3.157 2.380 -0.04 -0.06 -0.41
H -2.359 -2.342 2.380 -0.09 -0.26 -0.42
H -1.219 -0.359 3.581 -0.03 0.18 0.18
H -0.700 -0.678 1.927 -0.08 0.23 -0.13
H 1.739 -2.085 2.056 -0.11 -0.90 0.37
H 1.222 -2.745 4.408 0.30 0.24 -0.04
H 1.056 -0.399 5.227 -0.28 -0.77 0.64
H 5.008 0.680 4.230 -0.03 -0.31 -0.15
H 4.742 -3.172 4.260 0.16 0.15 -0.34
C 4.969 5.013 0.515 0.00 0.09 0.18
O 5.730 4.594 -0.632 -0.36 0.14 0.00
P 5.005 3.810 -1.814 0.27 -0.01 0.28
O 3.545 3.787 -1.735 -0.12 0.14 0.04
O 5.726 2.413 -1.853 0.26 0.19 0.05
C 5.620 1.577 -0.686 0.01 -0.07 0.30
O 5.606 4.458 -3.124 0.17 -0.17 -0.06
C 5.235 5.810 -3.407 -0.10 0.19 -0.08
H 5.091 4.286 1.317 -0.02 -0.02 -0.02
H 5.360 5.976 0.837 0.08 -0.03 -0.04
H 3.913 5.114 0.274 0.01 -0.09 -0.06
H 4.651 1.691 -0.199 -0.07 -0.03 -0.05
H 6.412 1.835 0.016 0.00 0.03 -0.02
H 5.742 0.543 -0.997 -0.04 0.04 -0.12
H 5.953 6.496 -2.957 0.01 -0.06 0.05
H 4.233 6.028 -3.035 -0.01 -0.01 -0.02
H 5.244 5.939 -4.486 0.01 -0.06 -0.01
C 6.811 -1.851 -6.042 0.14 0.01 -0.05
O 5.581 -1.123 -6.138 0.13 -0.14 0.18
P 4.499 -1.236 -4.965 -0.21 0.26 0.02
O 4.980 -1.942 -3.776 0.25 -0.15 -0.07
O 3.220 -1.847 -5.665 -0.09 0.10 -0.02
C 3.332 -3.159 -6.211 0.06 -0.12 -0.06
O 4.002 0.238 -4.764 -0.10 -0.01 -0.14
C 4.931 1.178 -4.191 0.05 0.00 -0.23
H 6.732 -2.778 -6.611 0.00 -0.01 0.01
H 7.597 -1.232 -6.473 -0.06 0.03 -0.05
H 7.059 -2.076 -5.007 -0.09 -0.02 0.02
H 3.978 -3.791 -5.599 -0.02 0.02 0.03
H 3.728 -3.104 -7.227 0.02 0.02 0.01
H 2.336 -3.593 -6.238 -0.03 0.05 0.03
H 5.500 1.657 -4.989 -0.02 -0.04 -0.01
H 5.611 0.683 -3.505 -0.02 -0.08 0.03
H 4.371 1.927 -3.646 -0.26 -0.21 -0.16
C -10.623 -0.561 6.027 -0.12 -0.01 0.09
O -10.215 -0.666 4.657 0.08 -0.09 0.23
P -8.690 -1.003 4.309 0.10 0.01 -0.20
O -7.882 -1.397 5.460 -0.19 -0.02 0.27
O -8.183 0.245 3.492 -0.04 -0.13 -0.21
C -8.143 1.505 4.167 -0.01 0.15 0.12
O -8.802 -2.059 3.142 0.01 0.18 -0.13
C -9.306 -3.354 3.475 -0.05 -0.16 0.05
H -10.635 0.488 6.323 0.01 0.00 0.01
H -11.629 -0.968 6.105 -0.01 0.03 -0.08
H -9.957 -1.119 6.682 0.08 0.03 -0.06
H -7.864 1.384 5.215 0.05 -0.04 -0.02
H -9.117 1.991 4.097 -0.01 -0.04 0.00
H -7.397 2.120 3.673 0.03 -0.06 -0.04
H -10.390 -3.368 3.359 0.01 0.04 0.01
H -9.039 -3.633 4.495 0.04 0.03 -0.01
H -8.860 -4.066 2.786 0.03 0.05 -0.03
C -0.871 -7.388 -2.887 0.00 -0.03 -0.12
O -0.765 -6.133 -2.209 0.07 -0.30 0.02
P -0.271 -6.091 -0.686 0.20 0.40 0.18
O 0.238 -7.371 -0.187 -0.11 -0.26 -0.24
O -1.481 -5.467 0.109 0.07 0.12 0.01
C -2.710 -6.189 0.131 -0.12 -0.07 -0.03
O 0.724 -4.877 -0.646 -0.26 -0.04 0.04
C 1.972 -5.010 -1.335 0.22 0.04 -0.06
H -1.905 -7.734 -2.856 0.00 -0.01 0.01
H -0.577 -7.231 -3.924 -0.03 0.07 0.00
H -0.220 -8.137 -2.440 -0.02 0.03 0.09
H -2.538 -7.267 0.161 0.03 0.01 0.03
H -3.302 -5.935 -0.750 0.03 0.00 -0.01
H -3.251 -5.892 1.024 0.05 0.05 0.03
H 1.864 -4.661 -2.362 -0.04 0.00 0.02
H 2.320 -6.045 -1.329 -0.04 0.00 0.05
H 2.697 -4.389 -0.817 -0.06 0.04 0.04
C -1.362 7.047 -5.730 -0.16 -0.02 0.04
O -0.103 7.481 -5.198 -0.09 0.02 -0.30
P 1.191 7.517 -6.131 0.17 -0.01 0.22
O 0.918 7.309 -7.554 -0.24 -0.02 -0.05
O 2.204 6.520 -5.455 0.16 0.09 -0.01
C 1.832 5.136 -5.380 -0.16 -0.21 0.12
O 1.888 8.880 -5.748 0.09 -0.07 0.05
C 1.227 10.088 -6.133 -0.08 0.13 -0.04
H -1.520 5.999 -5.479 0.01 0.00 0.00
H -2.142 7.648 -5.268 0.05 0.00 0.07
H -1.401 7.176 -6.810 0.10 -0.02 -0.01
H 1.262 4.827 -6.257 0.05 0.07 -0.05
H 1.242 4.967 -4.480 0.02 0.02 0.01
H 2.741 4.545 -5.320 0.07 0.09 0.00
H 0.554 10.408 -5.337 0.00 -0.04 0.00
H 0.668 9.956 -7.060 0.03 -0.03 -0.01
H 1.991 10.846 -6.286 0.04 -0.04 0.03
```
Forces are in eV/Å.

Atom charges from the Mulliken analysis, given in e for atoms 1 to 6: -1.3113 0.3919 -0.4660 -0.0594 -0.9956 -0.3825

Question: The lowest DFT total energy belongs to which entry?
Answer: C22H65INbO24P6

Question: Which value of DFT total energy does entry 1 give?
Answer: -9209.120 eV

Question: Among the records above, which one has the highest DFT total energy?
Answer: C3H9N4